No. 1
DFT (ωB97M-V/def2-TZVPD) results for a structure of composition C8H4ErNO5S at a distorted geometry.

Last column: Mulliken charge in e.
Atoms and positions in Å:
1 O -1.9623 -0.1197 -4.0967  -0.12
2 C -1.4498 -0.1226 -3.0613  0.35
3 Er -0.3191 -0.0802 -0.8677  0.56
4 O -1.9110 -3.3122 -0.3706  -0.07
5 C -1.4467 -2.2885 -0.6019  0.30
6 C 0.4248 1.9855 -1.6336  0.10
7 O 1.1684 2.4071 -0.7880  -0.37
8 C -2.3425 1.2175 -0.2229  0.36
9 O -3.2313 1.8335 0.1883  -0.08
10 C 1.5914 -0.9947 -2.1210  0.33
11 O 2.5468 -1.3783 -2.6246  -0.06
12 H 0.0766 2.4784 -2.6052  0.29
13 S 2.3052 -0.1196 3.0187  0.03
14 C 0.6338 -0.2363 3.4945  -0.42
15 C -0.1711 -0.2707 2.3730  -0.27
16 N 0.5559 -0.2282 1.1729  -0.02
17 C 1.9014 -0.1200 1.3786  -0.02
18 H 0.2801 -0.2867 4.5056  0.44
19 H -1.2465 -0.3225 2.3078  0.37
20 H 2.5959 -0.0418 0.5541  0.31

Calculated values
⟨S²⟩ = 3.7559
2S+1 = 4
E_LUMO (spin up / spin down) = -9.478 / -9.400 eV
charge = +2
HOMO (spin up / spin down) = -0.5530 / -0.5545 hartree
E = -2150.78577 Ha
maximum force = 6.09 eV/Å


No. 2
DFT (ωB97M-V/def2-TZVPD) results for a structure of composition C36H38N4O3S2Tb at a distorted geometry.

Last column: Mulliken charge in e.
Atoms and positions in Å:
1 Tb -0.0102 0.0693 -0.2972  0.32
2 O -0.3547 2.6140 2.1662  -0.84
3 S -1.2338 2.3223 1.0591  2.00
4 O -0.5605 2.4058 -0.2542  -0.70
5 N -1.7713 0.8327 1.0953  0.07
6 C -2.1331 0.2510 2.2886  0.42
7 C -2.8568 0.8737 3.2895  -0.30
8 C -3.2870 0.1629 4.4148  -1.05
9 C -3.0247 -1.1752 4.5524  -0.93
10 C -2.2116 -1.8306 3.6072  0.73
11 C -1.8113 -3.1760 3.7354  -0.55
12 C -0.9202 -3.6999 2.8365  -1.05
13 C -0.4278 -2.8804 1.8112  -0.33
14 N -0.8159 -1.6345 1.6176  0.38
15 C -1.7164 -1.1056 2.4885  -0.16
16 C -2.5376 3.5420 1.0468  -0.01
17 C -2.2295 4.8160 1.4832  -0.39
18 C -3.2288 5.7739 1.5371  -0.83
19 C -4.5213 5.4406 1.1627  -0.42
20 C -4.8161 4.1611 0.7160  -0.99
21 C -3.8182 3.2013 0.6543  -0.21
22 H -3.0946 1.9228 3.1877  0.47
23 H -3.8545 0.6826 5.1734  0.42
24 H -3.4069 -1.7336 5.3936  0.42
25 H -2.2026 -3.7641 4.5524  0.46
26 H -0.5774 -4.7191 2.9184  0.40
27 H 0.3160 -3.2632 1.1205  0.62
28 H -1.2209 5.0231 1.8022  0.52
29 H -3.0027 6.7690 1.8900  0.44
30 H -5.3075 6.1762 1.2329  0.43
31 H -5.8262 3.9012 0.4415  0.45
32 H -4.0279 2.1892 0.3399  0.59
33 N 1.7490 1.0288 1.3761  0.03
34 C 3.1137 0.5813 1.3823  0.11
35 C 3.7127 0.2967 2.6030  -0.88
36 C 5.0322 -0.1047 2.6791  -0.70
37 C 5.7638 -0.2355 1.5132  -0.74
38 C 5.1707 0.0463 0.2971  -0.84
39 C 3.8472 0.4791 0.1909  0.92
40 C 3.3243 0.8241 -1.1581  0.80
41 C 4.2181 1.4822 -2.0096  -0.75
42 C 3.8867 1.7691 -3.3180  -0.73
43 C 2.6484 1.3787 -3.7923  -0.85
44 C 1.7466 0.7564 -2.9389  -0.53
45 C 2.0197 0.4477 -1.5843  0.09
46 H 1.4246 1.1256 2.3422  0.17
47 H 1.7067 1.9700 0.9669  0.33
48 H 3.1341 0.4094 3.5086  0.43
49 H 5.4887 -0.2882 3.6377  0.40
50 H 6.7994 -0.5343 1.5522  0.40
51 H 5.7481 -0.0743 -0.6047  0.56
52 H 5.1791 1.8018 -1.6310  0.55
53 H 4.5886 2.2842 -3.9583  0.41
54 H 2.3786 1.5738 -4.8203  0.41
55 H 0.7756 0.4709 -3.3509  0.53
56 O -1.5517 0.5301 -1.9974  -0.52
57 S -2.3812 1.7778 -2.0470  1.01
58 C -1.4923 2.9271 -3.1634  -0.80
59 C -1.8779 2.5616 -4.5859  -0.50
60 C -3.3784 2.2976 -4.5461  -0.65
61 C -3.5983 1.3478 -3.3822  -0.61
62 H -0.4297 2.8389 -2.9478  0.19
63 H -1.8402 3.9257 -2.9020  0.52
64 H -1.3513 1.6530 -4.8876  0.19
65 H -1.6222 3.3622 -5.2814  0.43
66 H -3.7371 1.8616 -5.4782  0.39
67 H -3.9222 3.2298 -4.3737  0.30
68 H -3.3606 0.3147 -3.6320  0.02
69 H -4.6058 1.4092 -2.9807  0.43
70 C -0.5126 -4.3992 -3.6478  -1.66
71 C -1.8025 -3.7568 -3.1059  2.17
72 C -2.7290 -4.8287 -2.5188  -1.71
73 C -2.5175 -2.9662 -4.2115  -1.56
74 C -1.3780 -2.8251 -2.0917  -0.52
75 N -0.9548 -2.0734 -1.3326  -0.23
76 H -0.7683 -5.1403 -4.4010  0.42
77 H 0.0388 -4.8930 -2.8510  0.41
78 H 0.1312 -3.6480 -4.1002  0.39
79 H -2.9290 -5.5783 -3.2798  0.42
80 H -3.6764 -4.4006 -2.2032  0.39
81 H -2.2673 -5.3207 -1.6674  0.41
82 H -2.7435 -3.6324 -5.0395  0.45
83 H -1.8851 -2.1613 -4.5787  0.32
84 H -3.4505 -2.5433 -3.8461  0.37

Calculated values
⟨S²⟩ = 12.6005
2S+1 = 7
E_LUMO (spin up / spin down) = -2.454 / -2.428 eV
charge = +1
HOMO (spin up / spin down) = -0.3694 / -0.3698 hartree
E = -3460.03693 Ha
maximum force = 2.07 eV/Å


No. 3
DFT (ωB97M-V/def2-TZVPD) results for a structure of composition C12H14KO7S at a distorted geometry.

Last column: Mulliken charge in e.
Atoms and positions in Å:
1 K -1.5958 -0.6887 -1.0773  0.93
2 C 1.6711 1.2189 -0.9457  -0.95
3 C 2.5511 1.9514 -1.8997  0.09
4 C 1.7873 2.8148 -2.9141  0.50
5 O 2.3948 3.6302 -3.6730  -0.72
6 C 0.3186 2.6229 -2.9714  -0.73
7 C -0.3737 1.8091 -2.0854  0.66
8 C 0.3589 1.0867 -0.9570  0.96
9 O -0.1602 0.2235 -0.1345  -0.87
10 O -1.7059 1.6632 -2.2899  -0.90
11 O 3.7904 2.1083 -1.8758  -0.67
12 H 2.2467 0.7575 -0.1569  0.63
13 H -0.2900 3.1377 -3.7000  0.41
14 C -1.4040 1.3667 1.1778  -0.46
15 S -2.9822 0.3867 1.3805  0.33
16 O -3.1387 -0.4762 0.1504  -0.78
17 C -2.4010 -0.6371 2.8290  -0.57
18 H -1.2047 1.8884 2.1138  0.44
19 H -1.5165 2.1338 0.4116  0.37
20 H -0.6538 0.5968 0.9971  -0.11
21 H -1.7170 -1.3753 2.4102  0.14
22 H -3.2539 -1.2503 3.1198  0.42
23 H -2.0038 -0.0517 3.6582  0.26
24 O 0.1330 -0.6848 2.6863  -0.57
25 C 0.3905 -1.4026 1.7238  0.59
26 O -0.4412 -2.4514 1.3360  -0.48
27 C -0.0604 -2.9861 0.1569  -0.33
28 C 1.3665 -2.5325 -0.0778  -0.62
29 C 1.4798 -1.2604 0.6900  0.89
30 H -0.7222 -2.4822 -0.5475  -0.06
31 H -0.2796 -4.0536 0.1348  0.39
32 H 1.3505 -2.1536 -1.0997  0.31
33 H 2.0959 -3.3169 0.1242  0.28
34 H 1.5081 -0.3187 0.1417  -1.45
35 H 2.4614 -1.2748 1.1636  0.68

Calculated values
2S+1 = 1
E_LUMO = 1.978 eV
charge = -1
relative energy (zero: lowest compared OMol25 entry of this formula, charge and spin) = 529.6 kJ/mol
HOMO = -0.1466 hartree
E = -1990.24845 Ha
maximum force = 8.94 eV/Å


No. 4
DFT (ωB97M-V/def2-TZVPD) results for a cluster of 2 separate species, C4H12 in total at a distorted geometry.

Last column: Mulliken charge in e.
Atoms and positions in Å:
1 C 1.3122 1.1069 0.5618  -0.40
2 C 2.1508 0.1533 1.3755  -0.98
3 H 1.9790 1.5516 -0.1943  0.25
4 H 0.4268 0.6482 0.0491  -0.08
5 H 1.0926 1.8300 1.2644  0.27
6 H 2.6181 -0.7689 0.7870  0.23
7 H 1.5351 -0.2966 2.2050  0.27
8 H 2.8423 0.5861 2.0293  0.41
9 C -1.6773 -0.6206 -0.2247  -0.72
10 C -1.8144 -0.5520 -1.7512  -0.85
11 H -0.6990 -0.8878 0.2406  0.20
12 H -1.8240 0.4505 -0.0468  0.26
13 H -2.3686 -1.3805 0.3396  0.29
14 H -0.8936 -0.4916 -2.2526  0.33
15 H -1.9432 -1.7155 -1.9806  0.21
16 H -2.5937 -0.0507 -2.2094  0.33

Calculated values
structure (SMILES) = CC.CC
2S+1 = 1
E_LUMO = 1.105 eV
charge = 0
relative energy (zero: lowest compared OMol25 entry of this formula, charge and spin) = 159.6 kJ/mol
HOMO = -0.4002 hartree
E = -159.52418 Ha
maximum force = 7.03 eV/Å


No. 5
DFT (ωB97M-V/def2-TZVPD) results for a cluster of 2 separate species, C4H11N3O2 in total at a distorted geometry.

Last column: Mulliken charge in e.
Atoms and positions in Å:
1 C -1.3941 -1.6383 -1.0556  -0.72
2 C 1.8208 -0.6618 -0.6211  -1.24
3 C 0.6566 0.2849 -0.5843  0.71
4 O -0.7098 -1.1742 0.0804  -0.64
5 O 0.1498 0.8392 -1.5271  -0.55
6 H -1.5118 -0.8455 -1.8102  0.31
7 H -2.3925 -2.0081 -0.7885  0.29
8 H -0.8355 -2.4585 -1.5205  0.24
9 H 1.8717 -1.2661 0.2781  0.33
10 H 2.7496 -0.0979 -0.7370  0.40
11 H 1.6850 -1.3000 -1.4924  0.33
12 C -1.7313 1.0756 0.7830  -0.69
13 N 1.7195 1.1081 1.5479  -0.75
14 N 0.5453 1.0289 0.7850  1.28
15 N -0.5234 1.3999 1.3488  -0.88
16 H 2.3384 1.7955 1.1279  0.24
17 H 1.4565 1.4045 2.4838  0.29
18 H -1.4858 -0.2132 0.5614  0.40
19 H -2.5530 1.3999 1.4103  0.38
20 H -1.8560 1.3271 -0.2699  0.25

Calculated values
2S+1 = 1
E_LUMO (spin up / spin down) = -0.037 / -0.038 eV
charge = 0
relative energy (zero: lowest compared OMol25 entry of this formula, charge and spin) = 540.4 kJ/mol
HOMO (spin up / spin down) = -0.3121 / -0.3121 hartree
E = -473.59695 Ha
maximum force = 1.10 eV/Å


No. 6
DFT (ωB97M-V/def2-TZVPD) results for a cluster of 15 separate species, C31H76O15 in total at a distorted geometry.

Last column: Mulliken charge in e.
Atoms and positions in Å:
1 C 0.4038 0.3436 0.8435  1.13
2 C -0.1015 -0.7216 -0.0567  0.67
3 O -1.0287 -1.4563 0.2223  -0.44
4 C 0.5784 -1.0724 -1.3727  -0.38
5 H 0.7367 1.1474 0.1927  -0.41
6 H 1.2022 -0.0779 1.4683  -0.40
7 H -0.3431 0.8199 1.4616  -0.30
8 H -0.1773 -0.7696 -2.1006  -0.21
9 H 0.7409 -2.1695 -1.4281  0.31
10 H 1.4951 -0.5168 -1.6322  0.06
11 C 1.4474 5.8994 0.6841  -1.37
12 C 1.4874 4.4994 0.0449  0.93
13 O 2.5682 3.9355 0.0359  -0.57
14 C 0.2935 4.0071 -0.7318  -0.38
15 H 2.4433 6.2863 0.8116  0.40
16 H 1.1048 5.7461 1.7149  0.23
17 H 0.8204 6.5874 0.0910  0.35
18 H 0.1354 4.5533 -1.6928  0.48
19 H -0.6127 3.9646 -0.1511  0.21
20 H 0.4466 2.9791 -1.0298  -0.34
21 C 4.1674 -3.6601 0.4273  -1.31
22 C 4.0380 -2.1697 0.5957  0.61
23 O 3.6263 -1.4938 -0.3083  -0.37
24 C 4.3125 -1.6172 1.9743  -0.49
25 H 5.2010 -3.9548 0.6319  0.43
26 H 3.8900 -3.9841 -0.5673  0.25
27 H 3.5029 -4.0902 1.2002  0.31
28 H 3.3760 -1.5540 2.5193  -0.01
29 H 4.5483 -0.5579 1.8149  0.15
30 H 5.0718 -2.1744 2.6079  0.41
31 C -0.9157 2.9494 -5.2468  -1.57
32 C 0.0038 2.4502 -4.1240  0.71
33 O -0.3664 2.1982 -3.0207  -0.23
34 C 1.4144 2.2278 -4.5098  -0.46
35 H -0.9266 2.2215 -6.0673  0.38
36 H -0.5981 3.9270 -5.6762  0.35
37 H -1.9215 3.0909 -4.8937  0.36
38 H 1.8663 2.8953 -5.2462  0.47
39 H 1.5093 1.2802 -5.0482  0.26
40 H 2.0907 2.1476 -3.6523  -0.16
41 C -0.5614 2.9468 4.5570  -0.92
42 C -1.2754 3.2508 3.2753  0.55
43 O -0.6826 3.6031 2.3026  -0.40
44 C -2.6822 2.8015 3.1121  -0.65
45 H 0.3387 3.5510 4.5469  0.32
46 H -0.2765 1.9103 4.4981  -0.02
47 H -1.0846 3.1558 5.4615  0.49
48 H -2.7381 1.7406 3.3824  0.05
49 H -2.9983 2.7698 2.0787  0.10
50 H -3.4166 3.3752 3.6634  0.58
51 C -4.1470 0.4424 0.8103  -0.49
52 C -4.0498 1.5394 -0.1949  0.23
53 O -4.9464 1.9192 -0.9306  -0.66
54 C -2.7242 2.1665 -0.3909  0.04
55 H -3.2477 -0.1541 0.8000  -0.31
56 H -4.9611 -0.2490 0.5763  0.42
57 H -4.2371 0.8528 1.8437  0.39
58 H -2.8322 3.1445 -0.8561  0.42
59 H -2.1617 1.7245 -1.1975  0.33
60 H -2.1494 2.2660 0.5265  -0.41
61 C -5.2013 -2.4141 -3.3819  -1.30
62 C -3.7238 -2.0144 -3.5121  0.54
63 O -3.0063 -2.6716 -4.2376  -0.62
64 C -3.2906 -0.7910 -2.7855  0.21
65 H -5.6046 -2.5995 -2.3808  0.23
66 H -5.2655 -3.2772 -4.0113  0.38
67 H -5.8253 -1.5577 -3.7291  0.40
68 H -3.3442 -0.9790 -1.7112  -0.27
69 H -4.0538 -0.0711 -3.0455  0.53
70 H -2.3006 -0.3942 -3.0405  -0.19
71 C -3.7970 -2.9630 1.7532  -0.67
72 C -4.2078 -3.3658 0.3264  0.73
73 O -5.2437 -2.9283 -0.0862  -0.57
74 C -3.2957 -4.2228 -0.4817  -1.06
75 H -3.6130 -3.8377 2.3557  0.62
76 H -4.6847 -2.4355 2.1286  0.34
77 H -2.8792 -2.3757 1.7018  -0.16
78 H -3.6867 -4.3043 -1.4692  0.30
79 H -3.3912 -5.2229 -0.0201  0.47
80 H -2.2393 -3.9150 -0.4578  0.06
81 C 1.9188 -0.9438 5.7775  -0.90
82 O 1.2912 -0.5918 4.5493  -0.11
83 H 1.8650 -2.0254 5.9704  0.27
84 H 2.9991 -0.7539 5.7910  0.30
85 H 1.4099 -0.4096 6.5750  0.28
86 H 1.7070 0.2191 4.2422  0.17
87 C -1.8722 -1.9552 4.9106  -0.68
88 O -1.5213 -0.8127 4.1206  -0.24
89 H -1.3720 -2.8416 4.4881  0.17
90 H -1.6966 -1.9003 6.0105  0.29
91 H -2.9311 -2.1022 4.7919  0.29
92 H -0.5632 -0.7740 4.1602  0.16
93 C -0.0969 -3.0159 -4.7891  -0.37
94 O -0.7397 -1.8697 -5.1547  -0.45
95 H 0.2563 -3.6097 -5.6619  0.25
96 H 0.7878 -2.7074 -4.2240  0.02
97 H -0.6998 -3.6197 -4.1459  0.26
98 H -1.6825 -2.0186 -5.2902  0.36
99 C 4.7100 2.0000 -1.3908  -0.46
100 O 3.5278 2.3956 -2.0317  -0.45
101 H 4.6059 1.0206 -0.8667  -0.03
102 H 5.5234 1.8237 -2.1121  0.30
103 H 5.0402 2.7272 -0.6211  0.27
104 H 2.9437 2.6881 -1.2912  0.32
105 C 0.5082 -3.2986 1.8616  0.12
106 O 1.2768 -4.2549 2.5978  -0.56
107 H 1.1703 -2.9139 1.0680  -0.30
108 H -0.3670 -3.7438 1.3582  0.43
109 H 0.1351 -2.4902 2.5022  -0.07
110 H 0.6139 -4.8643 2.9100  0.33
111 C 3.0180 2.1581 2.6451  -0.21
112 O 3.2065 1.4886 3.8761  -0.62
113 H 3.2717 1.5913 1.7550  0.08
114 H 2.0204 2.5046 2.5601  -0.16
115 H 3.6763 3.0310 2.6776  0.54
116 H 4.1118 1.1527 3.9280  0.28
117 C 3.6896 -0.9983 -4.1587  0.01
118 O 5.0550 -1.1809 -4.4462  -0.57
119 H 3.0442 -1.2533 -5.0484  0.32
120 H 3.4500 -1.6506 -3.3121  0.01
121 H 3.4029 0.0101 -3.8722  -0.05
122 H 5.2623 -0.7433 -5.2762  0.29

Calculated values
2S+1 = 1
E_LUMO = 0.334 eV
charge = 0
relative energy (zero: lowest compared OMol25 entry of this formula, charge and spin) = 0.0 kJ/mol
HOMO = -0.3392 hartree
E = -2355.20890 Ha
maximum force = 2.34 eV/Å